Formula: C9H10NO6Pt
Source: the OMol25 dataset
Level of theory: ωB97M-V/def2-TZVPD

Positions of all 27 atoms, in Å:
O -0.32103 3.54617 -5.01340
C -0.34011 2.96670 -4.04116
Pt -0.20384 0.72736 -2.08527
O -0.29279 3.36623 -0.10260
C -0.22054 2.55649 -0.92821
C -0.31707 -1.42219 -2.06478
O -0.35555 -2.46575 -2.61186
C 1.79483 1.05538 -2.14885
O 2.93020 0.98304 -2.23354
C -2.16434 0.96864 -1.95627
O -3.29961 0.81799 -1.69028
H -0.24159 1.45088 -3.69889
C 0.49714 -1.54925 3.25891
N -0.16316 -1.23131 1.99474
C -1.44404 -1.80662 1.65714
C 0.33758 -0.40822 1.07488
C 1.66197 0.26630 1.23183
O -0.42269 -0.30859 0.07493
H -0.20717 -2.21915 3.79292
H 0.65741 -0.63599 3.83593
H 1.44030 -2.06617 3.07585
H -2.22375 -1.03857 1.54112
H -1.39094 -2.41813 0.74473
H -1.72991 -2.45677 2.48354
H 2.40327 -0.17617 0.55524
H 1.57952 1.32809 0.99260
H 2.03592 0.16962 2.26075

Properties
HOMO level (spin up / spin down) ... -18.76 / -23.39 eV
Kohn-Sham gap (spin up / spin down) ... 7.0 / 7.6 eV
F_max ... 9.3 eV/Å
⟨S²⟩ ... 6.030
E_tot ... -26476.2146 eV
Net charge ... +3
2S+1 ... 5
LUMO level (spin up / spin down) ... -11.77 / -15.80 eV

Here are the Mulliken charges for atoms 1 to 5, given in e:
1. O 0.020
2. C 0.263
3. Pt 2.226
4. O -0.122
5. C -0.046



Formula: C5H10N
Source: the OMol25 dataset
Level of theory: ωB97M-V/def2-TZVPD

Positions of all 16 atoms, in Å:
C -2.30025 0.80926 -1.14888
C -0.90241 0.73692 -1.00244
C -0.28688 -0.06445 -0.00285
C 1.08894 -0.20899 0.45032
C 1.30749 -1.00753 1.58201
N 2.17167 0.38111 -0.03878
H -2.64741 1.68057 -1.63309
H -2.78754 0.59523 -0.23757
H -2.34827 -0.04980 -1.81066
H -0.28475 1.18998 -1.78536
H -0.95008 -0.69091 0.49937
H 1.55683 -1.89593 1.01257
H 0.44766 -1.27492 2.23367
H 2.11706 -0.64990 2.40312
H 3.09820 0.42721 0.44504
H 2.13401 0.95685 -0.90888

Properties
HOMO level ... -14.14 eV
Kohn-Sham gap ... 9.2 eV
F_max ... 5.4 eV/Å
E_tot ... -6829.0983 eV
Net charge ... +1
LUMO level ... -4.98 eV

Here are the Mulliken charges for atoms 1 to 5, given in e:
1. C -1.280
2. C 0.131
3. C -0.399
4. C 0.952
5. C -1.328



Formula: C16H16ClNO
Source: the OMol25 dataset
Level of theory: ωB97M-V/def2-TZVPD

Positions of all 35 atoms, in Å:
C 2.58952 -1.79064 4.24008
C 2.40778 -1.70965 2.75752
C 1.15157 -1.46818 2.20935
C 0.96644 -1.40395 0.84306
C 2.04862 -1.58644 -0.01893
C 1.93331 -1.54264 -1.49023
O 2.78675 -1.99278 -2.22223
C 0.67912 -0.89261 -2.06833
N 0.40901 0.36704 -1.42472
C -0.80748 1.00504 -1.42635
C -0.89007 2.30845 -0.92492
C -2.10167 2.95924 -0.84262
C -3.28717 2.35762 -1.25001
C -4.60377 3.06289 -1.15832
C -3.18936 1.06577 -1.75304
Cl -4.62195 0.25135 -2.29215
C -1.98633 0.39078 -1.85002
C 3.30682 -1.84550 0.52949
C 3.48335 -1.90047 1.89576
H 3.60192 -1.51428 4.52449
H 1.88450 -1.14161 4.75429
H 2.41221 -2.81253 4.57734
H 0.30575 -1.32754 2.86699
H -0.02269 -1.22138 0.45563
H -0.15388 -1.57984 -1.89233
H 0.81696 -0.79511 -3.15605
H 1.20936 0.97129 -1.31900
H 0.01242 2.80392 -0.59721
H -2.13467 3.96548 -0.45130
H -4.47777 4.05561 -0.73479
H -5.05511 3.15645 -2.14567
H -5.29488 2.49838 -0.53304
H -1.98200 -0.60460 -2.26308
H 4.13846 -1.99480 -0.14306
H 4.46490 -2.09474 2.30340

Properties
HOMO level ... -7.92 eV
Kohn-Sham gap ... 8.1 eV
F_max ... 0.7 eV/Å
E_tot ... -32912.1564 eV
LUMO level ... 0.22 eV

Here are the Mulliken charges for atoms 1 to 5, given in e:
1. C -1.433
2. C 0.999
3. C -0.935
4. C -0.105
5. C 0.352



Formula: C8H10AuIN
Source: the OMol25 dataset
Level of theory: ωB97M-V/def2-TZVPD

Positions of all 21 atoms, in Å:
C -1.76241 0.41275 -0.19416
C -0.90107 0.47758 -1.32352
C -0.21617 1.72857 -1.29605
C -0.64625 2.43089 -0.13709
C -1.59625 1.61604 0.54976
Au 0.44825 0.46128 0.69999
C 1.84972 -1.10059 -0.57695
C 0.94886 -1.93682 -0.04669
C 0.15249 -2.93823 0.26769
N 0.18927 -0.46565 2.11300
H 0.51812 2.07756 -2.02507
H -0.79143 -0.30055 -2.08248
H -0.29562 3.41126 0.18909
H -2.09960 1.86552 1.48491
H -2.40798 -0.42401 0.07600
H 1.69503 -0.65387 -1.56691
H -0.12796 -1.06901 2.88159
H 2.80734 -0.91017 -0.07967
H 0.33569 -3.92823 -0.17334
H -0.68963 -2.81857 0.95402
I 2.58960 2.06425 0.28588

Properties
HOMO level (spin up / spin down) ... -2.79 / -2.52 eV
Kohn-Sham gap (spin up / spin down) ... 6.1 / 5.6 eV
F_max ... 12.0 eV/Å
⟨S²⟩ ... 2.013
E_tot ... -21733.8493 eV
Net charge ... -1
2S+1 ... 3
LUMO level (spin up / spin down) ... 3.33 / 3.06 eV

Here are the Mulliken charges for atoms 1 to 5, given in e:
1. C -0.349
2. C -0.752
3. C -0.483
4. C -0.580
5. C -0.534